DFT (ωB97M-V with the def2-TZVPD basis set) results for C4H11N3O2 as an isolated structure at a distorted geometry.

As for the LUMO energy: 0.59 eV. For the highest occupied orbital energy, the calculation gives -8.946 eV. The calculation puts the HOMO-LUMO gap at 9.54 eV.

```
! wB97M-V def2-TZVPD RIJCOSX def2/J DEFGRID3
* xyz 0 1
C -1.065 -3.697 1.822
C -1.037 -1.467 1.031
N -0.997 -0.987 -0.159
N -1.711 -2.642 1.123
N -0.540 -0.663 2.111
H -1.268 -1.356 -1.052
H -0.082 1.109 -0.678
H -2.607 -2.845 0.687
H -1.370 -0.269 2.697
H 0.046 -0.008 1.776
H -1.490 -4.664 1.856
H -0.940 -3.459 2.920
H 0.045 -3.828 1.287
C 1.751 3.727 -1.638
C 1.378 2.272 -1.560
O 0.717 2.012 -0.499
O 1.654 1.527 -2.500
H 1.095 4.101 -0.712
H 1.390 4.048 -2.590
H 2.788 3.890 -1.641
*
```

DFT (ωB97M-V with the def2-TZVPD basis set) results for C12H40BKO12 as an isolated structure at a distorted geometry.

As for the LUMO energy: -0.43 eV. For the highest occupied orbital energy, the calculation gives -9.593 eV. The calculation puts the HOMO-LUMO gap at 9.17 eV.

```
! wB97M-V def2-TZVPD RIJCOSX def2/J DEFGRID3
* xyz 0 1
K -1.835 -2.127 -0.985
B 0.446 -0.643 0.447
H 0.860 -0.370 1.448
H 0.760 -0.033 -0.447
H 0.799 -1.680 0.223
H -0.656 -0.688 0.477
C 3.593 1.090 -0.874
C 2.450 2.102 -1.117
O 1.631 1.628 -2.181
O 3.207 -0.175 -0.338
H 4.254 1.449 -0.080
H 4.169 0.896 -1.781
H 2.798 3.083 -1.435
H 1.793 2.127 -0.245
H 1.332 0.759 -1.895
H 2.235 -0.236 -0.322
C -0.208 1.636 3.980
C 0.613 2.270 2.837
O -0.173 2.393 1.675
O 0.339 1.828 5.286
H -0.378 0.566 3.835
H -1.221 2.039 3.944
H 1.508 1.655 2.709
H 0.973 3.245 3.166
H -0.288 1.504 1.319
H 1.077 1.233 5.442
C -4.236 0.357 0.977
C -3.517 1.597 1.579
O -4.385 2.681 1.863
O -3.403 -0.763 1.258
H -4.520 0.502 -0.063
H -5.162 0.163 1.522
H -2.750 2.006 0.913
H -2.932 1.466 2.494
H -3.901 3.468 2.120
H -3.398 -1.028 2.180
C 1.959 -1.990 -2.982
C 1.153 -1.785 -4.251
O -0.242 -2.046 -4.028
O 2.337 -3.334 -2.777
H 1.422 -1.565 -2.129
H 2.898 -1.435 -3.051
H 1.505 -2.378 -5.095
H 1.300 -0.730 -4.489
H -0.466 -2.812 -4.562
H 3.100 -3.369 -2.194
C -1.598 1.019 -2.822
C -1.204 1.417 -4.183
O -1.550 2.740 -4.533
O -2.979 0.673 -2.747
H -1.294 1.804 -2.124
H -0.992 0.175 -2.497
H -1.653 0.830 -4.992
H -0.130 1.302 -4.362
H -1.106 2.950 -5.356
H -3.451 1.468 -3.015
C 1.101 -2.607 3.989
C 0.595 -3.664 3.059
O -0.090 -3.262 1.827
O 2.217 -1.952 3.472
H 1.334 -2.974 4.992
H 0.330 -1.869 4.242
H -0.087 -4.231 3.701
H 1.380 -4.402 2.881
H 0.387 -2.553 1.379
H 1.951 -1.424 2.717
*
```

DFT (ωB97M-V with the def2-TZVPD basis set) results for one molecule with the formula C4H5ClS2 at a distorted geometry.

The SMILES is CSC(=S)/C=C/Cl. As for the LUMO energy: -0.65 eV. For the highest occupied orbital energy, the calculation gives -8.869 eV. The calculation puts the HOMO-LUMO gap at 8.22 eV.

```
! wB97M-V def2-TZVPD RIJCOSX def2/J DEFGRID3
* xyz 0 1
C 0.452 2.354 0.434
C -0.130 -0.348 0.602
C -0.244 -1.715 -0.006
C -0.290 -1.987 -1.313
H 0.877 3.172 -0.126
H 1.005 2.370 1.395
H -0.552 2.710 0.740
H -0.383 -2.504 0.714
H -0.188 -1.268 -2.151
S 0.570 0.824 -0.498
S -0.634 -0.024 2.094
Cl -0.481 -3.584 -1.885
*
```

DFT (ωB97M-V with the def2-TZVPD basis set) results for one molecule with the formula C6H12O at a distorted geometry.

The SMILES is C[C@H]1CO[C@@H](C)C1. As for the LUMO energy: 1.12 eV. For the highest occupied orbital energy, the calculation gives -9.476 eV. The calculation puts the HOMO-LUMO gap at 10.59 eV.

```
! wB97M-V def2-TZVPD RIJCOSX def2/J DEFGRID3
* xyz 0 1
C -2.219 0.641 0.075
C -1.094 -0.379 0.469
C -0.632 -1.199 -0.752
O 0.775 -1.108 -0.896
C 1.358 -0.408 0.190
C 2.423 0.527 -0.336
C 0.199 0.331 0.842
H -3.128 0.088 -0.182
H -1.978 1.264 -0.811
H -2.470 1.352 0.878
H -1.451 -1.008 1.281
H -0.912 -2.250 -0.674
H -1.078 -0.789 -1.661
H 1.841 -1.127 0.863
H 3.179 -0.034 -0.884
H 2.919 1.072 0.474
H 1.958 1.241 -1.018
H -0.055 1.200 0.246
H 0.366 0.584 1.896
*
```